(a)
Here is a 5-piece molecular cluster, CH10O3S2 overall from OMol25. Energies are from the ωB97M-V functional and the def2-TZVPD basis.

Each line ends with the natural charge from an NBO analysis.
Geometry (Å):
C  -2.66785  1.04137  -0.23850  -0.794
S  -1.66750  0.24492  0.96287  0.321
S  -1.86728  -1.72046  0.38132  -0.019
H  -2.28873  1.24295  -1.21052  0.249
H  -2.86165  1.95248  0.33002  0.242
H  -3.57087  0.51158  -0.40161  0.245
H  -0.06733  -0.32621  -1.22044  -0.148
H  0.33501  -1.45512  -0.10665  0.452
H  0.72744  -2.22246  1.15455  0.474
O  1.14672  -1.88938  0.40330  -1.010
H  2.51002  -0.88574  0.28747  0.503
H  3.93124  -0.63629  -0.32930  0.473
O  3.18051  -0.16699  0.16523  -1.002
H  0.35787  1.05890  -0.42930  0.442
H  1.84415  1.43453  0.20369  0.509
O  0.95823  1.81593  0.04788  -0.936

The gap between HOMO and LUMO is 0.1834 hartree. The spin multiplicity is 1.



(b)
Here is a 4-piece molecular cluster, CH10O3S2 overall from OMol25. Energies are from the ωB97M-V functional and the def2-TZVPD basis.

Each line ends with the natural charge from an NBO analysis.
Geometry (Å):
C  0.79631  -1.39479  -1.50681  -0.778
S  -0.54404  -2.37886  -0.84521  0.108
S  -2.28904  -1.41841  -1.20726  -0.154
H  0.55046  -0.87457  -2.45205  0.244
H  1.66691  -1.99702  -1.85411  0.242
H  1.24361  -0.65687  -0.86816  0.199
H  -2.18605  -0.64623  -2.29529  0.141
H  -1.49242  2.17653  -0.78287  0.466
H  -0.30760  2.65030  -0.16154  0.474
O  -0.53853  2.15372  -1.01161  -0.942
H  -0.37672  0.94549  2.30176  0.485
H  0.59703  2.09611  2.49275  0.465
O  -0.25908  1.80152  2.50766  -0.953
H  1.01649  -0.63195  1.14947  0.471
H  1.34522  -1.23373  2.43922  0.473
O  0.77744  -0.59125  2.09405  -0.942

The gap between HOMO and LUMO is 0.3192 hartree. The spin multiplicity is 1. Its structure (SMILES) is CSS.O.O.O.



Which is most stable? The ranking, best first, is (b), (a).